A cluster of 2 separate species, C65H81N6O2 in total in a non-equilibrium geometry. Source: the Open Molecules 2025 dataset; level of theory: ωB97M-V/def2-TZVPD.

## Properties
* total charge: +1
* E: -3003.9632 hartree
* energy relative to the best compared isomer or geometry (same formula, charge and spin): 115.96 kJ/mol
* maximum force: 3.18 eV/A
* frontier orbital gap: 4.7 eV

Structure (XYZ):
```
154
Properties=species:S:1:pos:R:3:forces:R:3
C -2.38578 1.11985 0.13497 0.166 -0.042 -0.449
C -2.92913 2.19620 1.03710 0.261 -0.188 0.330
C -2.14112 3.51495 0.85240 -0.061 0.122 -0.034
C -4.36757 2.46260 0.55507 -0.296 0.023 0.275
C -2.98319 1.70177 2.49792 0.104 0.305 0.205
C -3.27872 2.65750 3.47284 -0.552 -0.070 0.444
C -3.50576 2.27703 4.79209 0.470 0.378 -0.006
C -3.66748 0.92673 5.09719 -0.742 0.376 -0.637
C -3.66857 -0.03211 4.07144 0.375 0.140 0.750
C -4.48583 -1.32233 4.32806 0.717 -0.021 0.485
C -3.63063 -2.34969 5.06968 0.107 -0.607 0.044
C -5.10160 -1.86947 3.03996 -0.032 0.060 -0.117
C -5.66902 -1.01615 5.26604 -0.160 0.220 -0.025
C -2.90816 0.34016 2.90345 -0.088 0.764 0.503
N -1.82690 -0.48188 2.43786 -0.274 -0.201 -0.992
C -0.48577 -0.05643 2.51230 0.860 1.441 -0.063
C 0.04198 1.13151 2.03294 -1.294 -0.397 1.601
C 1.28435 1.69872 2.59294 0.719 1.243 0.060
C 2.46687 1.89498 1.82436 -0.650 -0.057 0.411
C 3.68017 2.09256 2.46749 -0.002 0.242 0.817
C 3.66873 2.23024 3.87136 -1.140 -0.828 -0.466
N 4.80566 1.75115 4.61086 2.434 -0.311 1.362
O 4.72516 1.64468 5.86052 0.076 0.356 -2.549
O 5.81555 1.38982 3.96259 -1.840 0.699 1.208
C 2.46757 2.41882 4.58303 0.737 0.079 -0.324
C 1.27463 2.19825 3.92346 0.086 -0.009 -0.526
N 0.25351 -1.13832 2.97898 0.213 -0.204 -0.091
C 1.58945 -1.13973 3.55075 0.197 -0.453 0.183
C 1.77890 -0.99281 4.95044 -0.282 0.345 0.314
C 0.63199 -0.99083 6.00602 0.277 0.302 -0.285
C 1.08382 -0.35728 7.32787 0.148 -0.061 0.215
C 0.26041 -2.45390 6.25695 0.127 -0.239 0.007
C -0.60010 -0.21189 5.57158 -0.509 0.206 -0.040
C 3.08800 -0.92723 5.43550 0.103 -0.188 -0.074
C 4.17902 -1.23613 4.62936 -0.232 -0.494 -0.008
C 3.95340 -1.61533 3.31887 0.098 0.368 0.259
C 2.68984 -1.45603 2.73928 0.326 -0.177 -0.503
C 2.66085 -1.68700 1.21220 -0.032 -0.114 0.385
C 3.90178 -1.02822 0.57574 0.271 0.009 0.005
C 1.48192 -1.06660 0.51337 -0.013 0.350 -0.375
C 2.62800 -3.19227 0.95905 0.140 -0.260 0.068
C -0.55117 -2.26924 2.86773 -0.180 0.075 0.132
C -1.79107 -1.87556 2.53814 0.258 -0.810 -0.129
H -2.96050 0.19137 0.17422 -0.178 0.127 0.003
H -2.42995 1.50718 -0.87677 -0.226 -0.080 0.145
H -1.34634 0.85453 0.31926 -0.226 0.144 -0.069
H -2.56390 4.32155 1.46666 0.111 -0.207 -0.236
H -1.07306 3.44023 1.09102 -0.270 0.028 -0.051
H -2.21001 3.83224 -0.19910 -0.057 -0.039 0.341
H -4.86516 3.21201 1.18597 0.052 -0.184 -0.177
H -4.35426 2.83209 -0.48192 0.032 -0.049 0.246
H -4.95581 1.53342 0.57395 0.093 0.230 0.074
H -3.33481 3.71275 3.19837 0.013 -0.377 0.133
H -3.62530 3.03632 5.56801 0.150 -0.268 -0.192
H -3.87012 0.64361 6.13957 -0.286 0.067 -0.699
H -3.18706 -1.89816 5.96849 -0.113 -0.140 -0.212
H -4.25949 -3.19718 5.38010 0.159 0.158 0.001
H -2.82123 -2.74041 4.44797 -0.133 0.057 0.299
H -5.91581 -1.20636 2.72129 0.118 -0.149 -0.026
H -4.39391 -1.93273 2.21287 -0.146 -0.030 0.024
H -5.51804 -2.86607 3.23346 0.044 0.169 -0.102
H -6.30652 -0.22866 4.84682 0.101 -0.076 0.127
H -6.27985 -1.91918 5.38787 0.137 0.111 -0.074
H -5.34157 -0.70630 6.26347 -0.124 -0.117 -0.196
H -0.71010 1.84282 1.74536 0.205 0.037 0.006
H 2.41116 1.84048 0.73066 0.077 -0.269 0.459
H 4.64219 2.08341 1.95341 -0.368 -0.083 0.095
H 2.53437 2.68217 5.63649 -0.158 -0.202 -0.202
H 0.31911 2.38916 4.42683 0.458 -0.317 -0.256
H 1.46787 0.65976 7.16859 -0.027 -0.224 0.077
H 0.22983 -0.29245 8.01492 0.155 -0.040 -0.194
H 1.84929 -0.96002 7.82952 -0.103 0.202 -0.045
H -0.09398 -2.93334 5.33466 0.004 0.089 0.289
H 1.14368 -3.00360 6.60872 -0.224 0.033 -0.036
H -0.52435 -2.52406 7.02044 0.084 -0.015 -0.133
H -1.17824 -0.73171 4.81059 0.041 0.051 0.143
H -1.28301 -0.07026 6.42389 0.259 -0.053 -0.158
H -0.33189 0.78048 5.19323 -0.194 -0.312 0.138
H 3.28969 -0.68618 6.47639 -0.160 -0.090 -0.312
H 5.18752 -1.25162 5.03803 -0.231 0.052 -0.027
H 4.78929 -1.98792 2.72691 -0.281 0.275 0.157
H 4.82764 -1.55648 0.82361 -0.132 0.197 -0.091
H 3.81875 -1.01224 -0.51884 -0.028 -0.136 0.165
H 3.98210 0.01498 0.91426 0.097 -0.425 -0.113
H 0.53978 -1.60931 0.61119 0.054 -0.039 -0.080
H 1.31850 -0.03890 0.83244 -0.068 -0.283 -0.198
H 1.75510 -0.99818 -0.53749 0.023 -0.305 0.022
H 1.74319 -3.63473 1.43721 0.193 0.055 -0.124
H 2.57305 -3.40530 -0.11559 0.069 0.008 0.087
H 3.51918 -3.67426 1.37380 -0.114 -0.053 -0.097
H -0.16658 -3.26452 3.04158 -0.027 0.181 -0.062
H -2.62331 -2.50916 2.29439 0.003 0.134 0.117
C 1.36855 6.66192 -2.28224 -0.409 0.011 0.044
N 1.99654 5.48812 -2.86271 -0.096 -0.141 -0.281
C 3.34757 5.63911 -3.36231 0.180 -0.210 -0.126
C 1.43316 4.24921 -2.75848 -0.076 -0.038 -0.043
C 2.20977 3.06871 -2.94824 0.186 0.218 0.350
C 1.77041 1.87214 -2.41103 -0.806 -0.151 -0.257
C 0.39498 1.68632 -2.07153 0.116 0.552 0.867
C -0.09978 0.34891 -1.79210 -0.608 -0.739 -3.031
C -1.34869 -0.09470 -2.20360 1.220 0.820 -0.028
C -1.88156 -1.40549 -2.43907 -0.511 -0.390 -0.040
C -3.32695 -1.56748 -2.28304 0.184 0.082 -0.318
C -4.22097 -0.46445 -2.33873 -0.670 -0.003 0.130
C -5.59245 -0.61011 -2.23859 0.404 -0.058 -0.005
C -6.15436 -1.89467 -2.00611 -0.579 -0.190 0.066
N -7.49911 -2.07609 -1.88582 0.494 0.132 0.020
C -8.07710 -3.40142 -1.87112 0.142 -0.434 -0.004
C -8.42811 -0.97686 -1.77232 -0.139 0.526 -0.130
C -5.28244 -3.01146 -1.90066 0.335 0.075 -0.152
C -3.91807 -2.84415 -2.05678 -0.315 -0.048 -0.065
C -1.12079 -2.52410 -3.00235 -0.208 -0.458 0.356
C 0.20964 -2.84330 -2.65008 0.262 -0.014 -0.688
C 0.93639 -3.79496 -3.35384 -0.192 0.158 0.191
C 0.30890 -4.62625 -4.32919 -0.074 -0.306 -0.133
N 0.99499 -5.61793 -4.97659 -0.150 0.359 0.204
C 0.34492 -6.76798 -5.58144 -0.267 -0.008 -0.237
C 2.43704 -5.69429 -4.91610 0.258 0.024 0.236
C -1.07161 -4.41308 -4.60112 0.221 0.299 0.221
C -1.72563 -3.35510 -3.99389 -0.081 -0.163 0.123
C -0.43586 2.83405 -2.10079 0.343 0.097 -0.346
C 0.06572 4.08683 -2.40794 0.141 -0.124 0.243
H 1.17048 6.52273 -1.20654 0.072 0.016 -0.265
H 2.05045 7.50880 -2.41058 -0.338 -0.190 0.083
H 0.41175 6.89716 -2.77191 0.271 0.054 0.084
H 3.43404 5.27136 -4.39440 -0.009 0.135 0.179
H 3.60645 6.69976 -3.34318 0.061 -0.295 -0.069
H 4.06408 5.07875 -2.74915 0.012 0.146 -0.013
H 3.17474 3.13377 -3.45749 -0.189 -0.066 0.621
H 2.47092 1.04129 -2.29290 -0.268 0.101 -0.372
H 0.67678 -0.39013 -1.68087 -0.186 0.120 0.362
H -2.02478 0.70776 -2.51892 0.153 -0.450 0.359
H -3.86811 0.55034 -2.49468 0.034 -0.268 -0.075
H -6.24315 0.25771 -2.37961 0.360 -0.359 0.116
H -7.73111 -3.98828 -2.73160 -0.173 0.105 0.089
H -7.79798 -3.95440 -0.96515 -0.145 0.071 -0.042
H -9.16463 -3.31029 -1.91082 0.246 -0.101 -0.027
H -7.96458 -0.12448 -1.26855 -0.125 -0.167 0.025
H -8.79117 -0.63224 -2.75093 0.058 -0.067 0.104
H -9.29363 -1.29893 -1.18751 0.182 0.108 -0.039
H -5.70188 -4.00574 -1.70924 0.371 0.506 -0.066
H -3.29544 -3.73422 -1.98532 0.000 0.304 0.062
H 0.67145 -2.35038 -1.79855 0.026 -0.050 -0.291
H 2.00085 -3.92328 -3.13807 -0.567 -0.086 0.180
H -0.60903 -6.99321 -5.09265 0.237 0.033 -0.007
H 0.14983 -6.63279 -6.65661 0.078 0.048 0.215
H 1.00560 -7.63539 -5.47053 -0.191 0.161 0.024
H 2.85854 -4.69879 -4.75918 0.035 -0.234 -0.181
H 2.76197 -6.34784 -4.09486 0.070 0.077 -0.083
H 2.83206 -6.10072 -5.85395 -0.131 0.137 0.159
H -1.58740 -5.04580 -5.33385 0.232 0.483 0.322
H -2.74951 -3.15238 -4.30626 0.267 0.037 0.093
H -1.48946 2.76803 -1.84611 0.286 -0.081 -0.163
H -0.59013 4.95886 -2.37927 0.219 -0.314 0.090
```
Forces are in eV/Å.